No. 1
Below is 9 unconnected molecules or ions with the total composition C53H119N5O13 at a distorted geometry, with properties calculated with ωB97M-V/def2-TZVPD.

Each line ends with the Mulliken charge.
Cartesian coordinates (Å):
O: 2.914 3.653 -4.224  -0.53
O: -0.720 0.117 1.953  1.18
O: -1.278 -3.384 2.415  -0.15
O: 3.728 -0.672 1.038  0.69
O: 2.018 0.271 2.933  -0.56
O: -0.033 1.933 4.562  -0.61
O: 0.121 -0.951 -1.380  0.25
O: -3.151 -1.086 2.794  -0.64
O: 6.134 -2.302 0.196  -0.65
O: -4.990 5.308 0.262  -0.48
O: 2.964 -1.709 -1.343  3.38
O: -0.434 0.610 -3.837  1.22
O: -5.035 -1.266 5.079  -0.57
N: 3.910 -2.785 -1.620  0.22
N: 2.917 4.013 -2.780  -0.02
N: -0.648 -4.347 3.259  0.13
N: -1.295 0.720 -4.948  -0.32
N: -4.722 4.363 1.296  0.09
C: -1.678 -5.203 3.784  1.58
C: 1.961 3.947 -0.047  1.01
C: 3.588 -4.073 0.478  -1.26
C: 0.218 3.968 -2.688  -1.07
C: 3.254 2.779 -1.889  2.23
C: -2.657 0.825 -4.480  1.79
C: 2.219 1.101 4.162  -0.60
C: 1.729 5.141 -0.987  -2.17
C: 5.086 -3.822 -3.449  -1.42
C: -5.335 4.729 2.619  1.93
C: -3.434 3.616 3.702  -0.71
C: -2.346 5.253 1.254  -1.43
C: -6.873 4.616 2.388  -2.01
C: 1.558 5.939 -3.354  -2.06
C: 2.281 1.568 -2.069  -0.46
C: 5.023 -0.647 1.584  -0.44
C: -0.895 -0.407 -5.856  2.27
C: -0.274 0.183 0.604  1.34
C: 0.553 -0.208 -6.214  -2.01
C: -4.502 -0.054 4.609  -0.39
C: -3.267 4.068 1.206  2.73
C: 3.279 3.268 -0.444  -1.36
C: 1.304 2.298 4.204  -0.28
C: 1.849 -4.366 -1.312  -2.19
C: -1.016 -1.744 -5.150  -1.45
C: -0.089 -5.760 5.593  -0.80
C: -2.408 -5.827 2.565  -1.97
C: -0.242 -1.163 0.003  0.54
C: -3.271 -0.121 -3.502  -1.36
C: -1.802 -0.360 -7.110  -1.41
C: 6.116 -0.970 0.547  -0.61
C: 1.491 -3.126 3.261  -1.52
C: -0.142 -2.663 5.127  -1.95
C: 0.976 -4.953 4.809  -1.24
C: -2.943 3.102 2.366  -1.52
C: 4.176 -2.596 -3.114  1.53
C: -4.994 3.598 3.610  -1.49
C: 4.952 -1.333 -3.310  -1.52
C: -2.829 -4.428 4.597  -1.70
C: 1.635 4.738 -2.468  2.38
C: 3.365 -4.079 -0.987  1.64
C: 4.218 -5.220 -1.531  -1.53
C: -5.062 6.148 3.089  -1.76
C: -3.466 0.852 -5.755  -1.73
C: 4.690 2.294 -2.147  -1.89
C: -3.233 -0.326 -6.695  -0.59
C: -3.110 3.257 -0.082  -2.28
C: -3.137 -0.211 3.974  1.29
C: 2.918 -2.555 -3.946  -1.20
C: 0.368 -3.765 4.150  2.21
C: -1.113 -6.303 4.613  -0.97
C: 4.351 -5.099 -3.099  -0.69
C: -2.782 2.265 -3.851  -1.83
H: -3.571 3.811 -0.901  0.63
H: 1.014 5.735 -4.305  0.29
H: -5.304 6.769 2.220  0.40
H: 1.017 6.777 -2.925  0.45
H: -2.170 2.897 -4.454  0.52
H: -1.684 -6.295 1.916  0.45
H: 4.956 -5.934 -3.419  0.46
H: 4.895 1.409 -1.543  0.00
H: 0.193 3.383 -3.607  0.27
H: 2.099 3.110 -4.226  0.42
H: 4.653 -3.961 0.625  0.79
H: 1.123 3.192 0.035  -0.71
H: -0.731 -2.939 6.009  0.25
H: -5.383 2.669 3.171  0.28
H: 2.526 6.321 -3.692  0.46
H: 4.854 2.048 -3.237  0.24
H: -4.487 0.733 5.359  0.28
H: 1.373 2.656 3.157  -0.07
H: -3.231 -3.690 3.935  0.54
H: 1.089 0.120 2.751  -0.46
H: 5.204 -5.181 -1.109  0.40
H: 3.124 -0.313 1.673  -0.40
H: -0.861 -2.522 -5.980  0.42
H: -3.411 2.178 2.081  0.65
H: -3.086 2.991 4.548  0.22
H: -0.985 0.826 0.018  -1.04
H: 0.402 -6.563 6.150  0.46
H: 5.792 -1.298 -2.577  0.25
H: 1.128 -2.172 2.875  -0.33
H: 1.628 3.032 4.964  0.47
H: -4.238 0.201 -3.103  0.41
H: 0.485 -1.781 0.575  -0.85
H: -2.910 -5.099 1.935  0.34
H: -4.044 -1.452 2.724  0.41
H: -3.361 -1.160 -3.842  0.27
H: 3.703 -6.134 -1.303  0.45
H: -1.705 -2.791 3.116  0.03
H: 2.297 -1.764 -3.561  -0.54
H: -2.158 2.879 -0.332  -0.15
H: 5.462 -3.728 -4.472  0.45
H: 1.774 -3.783 2.402  0.00
H: -2.465 -0.645 4.704  0.07
H: 2.598 5.800 -0.846  0.41
H: 7.085 -0.648 0.973  0.50
H: -2.395 5.646 2.282  0.33
H: -1.944 -6.922 5.070  0.36
H: -2.583 6.027 0.512  0.64
H: -4.502 1.057 -5.582  0.56
H: -0.722 -1.890 4.651  0.21
H: 2.172 1.350 -3.117  0.64
H: -4.387 -1.929 5.334  0.34
H: -5.249 0.126 3.821  0.29
H: -0.570 -7.032 3.950  0.29
H: -0.291 -1.883 -4.385  -0.17
H: -1.656 -1.229 -7.721  0.39
H: 3.408 2.440 0.243  -0.22
H: 0.750 0.827 -6.556  0.36
H: -3.386 -1.282 -6.239  0.33
H: -3.257 -6.509 2.835  0.35
H: -1.834 2.907 2.358  -0.43
H: -2.010 -1.953 -4.724  0.34
H: 4.235 -0.546 -3.179  -0.02
H: 5.303 3.134 -1.931  0.72
H: 2.306 -3.463 -3.935  0.32
H: -7.195 5.417 1.751  0.50
H: 3.279 -1.311 -0.455  -0.97
H: -4.071 6.292 3.463  0.33
H: 5.233 0.324 2.016  0.46
H: -2.481 -4.036 5.560  0.30
H: -0.026 3.381 -1.815  -0.71
H: 2.410 -2.976 3.840  0.65
H: -1.246 -1.657 -0.074  0.35
H: 6.010 -0.318 -0.324  -0.01
H: 2.997 -3.256 0.945  -0.56
H: 1.296 -3.469 -1.014  0.37
H: -2.984 4.585 3.958  0.63
H: -3.941 -0.310 -7.538  0.41
H: 1.211 -0.368 -5.414  0.01
H: 1.323 1.894 -1.619  -0.92
H: 5.984 -3.733 -2.802  0.34
H: 1.082 -1.138 -1.440  -0.97
H: -3.160 1.708 -6.344  0.43
H: 0.747 0.567 0.643  -0.24
H: 0.803 5.604 -0.711  0.46
H: 5.420 -2.430 -0.514  0.28
H: 1.657 -4.596 -2.330  0.39
H: -2.228 2.142 -2.885  0.06
H: -0.817 -0.116 -3.276  -0.21
H: 0.664 -2.136 5.575  0.61
H: 2.674 0.757 -1.446  -0.16
H: -0.464 -5.133 6.400  0.31
H: -3.636 2.303 -0.042  0.52
H: -4.307 6.006 0.409  0.40
H: 5.273 -1.307 -4.334  0.56
H: 3.252 1.375 4.135  0.50
H: -1.497 -0.478 2.035  -0.53
H: -1.353 4.884 0.982  0.09
H: -2.651 -0.025 -2.623  0.22
H: 0.874 -0.839 -7.040  0.45
H: -0.543 4.709 -2.815  0.83
H: 2.033 4.456 0.926  0.56
H: -1.527 0.537 -7.649  0.36
H: 5.061 -1.411 2.417  0.17
H: -2.661 0.691 3.681  -1.08
H: 1.648 -4.539 5.564  0.45
H: -7.168 3.728 1.840  0.40
H: -5.478 3.737 4.568  0.55
H: 2.095 0.455 5.050  0.21
H: -3.627 -5.063 5.046  0.44
H: -0.506 1.594 3.787  0.02
H: 3.195 -4.987 0.911  0.66
H: -3.833 2.638 -3.745  0.50
H: 3.194 -2.391 -5.012  0.58
H: 1.487 -5.627 4.124  0.32
H: -7.428 4.774 3.329  0.39
H: -5.815 6.321 3.888  0.44
H: 1.515 -5.248 -0.785  0.53
H: 3.420 -5.222 -3.631  0.41
H: 4.069 4.025 -0.352  0.64

Calculated values
charge = 0
LUMO energy = 0.4 eV
relative energy (zero: lowest compared OMol25 entry of this formula, charge and spin) = 1.537 eV
HOMO = -8.551 eV
SMILES = CC1(C)CCCC(C)(C)N1O.CC1(C)CCCC(C)(C)N1O.CC1(C)CCCC(C)(C)N1O.CC1(C)CCCC(C)(C)N1O.CC1(C)CCCC(C)(C)N1O.OCCO.OCCO.OCCO.OCCO

---

No. 2
Below is a single CH4SSi molecule at a distorted geometry, with properties calculated with ωB97M-V/def2-TZVPD.

Each line ends with the Mulliken charge.
Cartesian coordinates (Å):
S: -2.367 0.123 -0.123  -0.33
Si: -0.360 -0.620 -0.064  0.48
C: 0.799 0.779 -0.077  -0.43
H: -0.188 -1.528 -1.052  -0.15
H: 1.566 0.719 0.751  0.23
H: 0.696 1.636 -0.762  0.31
H: -0.147 -1.109 1.327  -0.12

Calculated values
charge = 0
LUMO energy (spin up / spin down) = -3.3 / -3.2 eV
relative energy (zero: lowest compared OMol25 entry of this formula, charge and spin) = 3.145 eV
HOMO (spin up / spin down) = -8.663 / -8.557 eV

---

No. 3
Below is 2 unconnected molecules or ions with the total composition C4H10N at a distorted geometry, with properties calculated with ωB97M-V/def2-TZVPD.

Each line ends with the Mulliken charge.
Cartesian coordinates (Å):
N: 0.983 -0.224 0.037  0.16
C: -2.111 -0.081 -0.016  -0.66
C: 1.553 -1.192 -0.807  -0.77
C: 1.555 0.831 0.553  -0.06
C: -2.261 1.090 0.585  -0.41
H: 1.331 -2.230 -0.344  0.31
H: 1.022 1.364 1.254  0.28
H: -2.552 1.985 0.117  0.29
H: -2.044 1.059 1.710  0.27
H: -1.735 -1.125 0.381  0.34
H: 2.625 -1.140 -1.112  0.34
H: 1.173 -1.047 -1.829  0.34
H: -1.991 -0.126 -1.120  0.32
H: 2.532 1.260 0.411  0.28
H: -0.079 -0.423 0.180  -0.04

Calculated values
charge = +1
LUMO energy = -5.3 eV
relative energy (zero: lowest compared OMol25 entry of this formula, charge and spin) = 3.186 eV
HOMO = -14.496 eV

---

No. 4
Below is a molecular structure, C16H24AlBBr12O8 at a distorted geometry, with properties calculated with ωB97M-V/def2-TZVPD.

Each line ends with the Mulliken charge.
Cartesian coordinates (Å):
Br: 0.791 2.794 0.978  0.20
Br: -0.444 -5.293 -2.267  -0.09
Br: -1.955 2.647 3.206  0.14
Br: -0.205 0.788 5.590  -0.01
Br: -1.491 3.798 1.063  -0.03
Br: 2.663 2.691 -3.297  -0.02
Br: 2.303 -3.127 0.840  -0.05
Br: 3.751 0.237 0.358  -0.28
Br: 1.777 -0.586 -3.084  0.14
Br: -4.820 2.767 1.951  -0.13
Br: -0.342 -2.913 1.591  -0.16
Br: -1.246 2.420 -5.089  -0.08
Al: 1.906 -0.180 4.307  0.16
O: 1.431 0.092 0.588  0.03
O: 0.067 -1.568 -0.666  -0.47
O: -0.721 -2.090 -2.788  -0.48
O: -0.590 -0.595 1.518  -1.38
O: 0.083 -0.612 3.696  -0.64
O: 2.643 0.264 2.572  -0.38
O: -2.104 0.564 -2.365  -0.55
O: -0.750 0.592 -0.510  -1.15
C: 0.144 0.287 -3.739  -0.06
C: -1.319 0.064 -1.590  1.33
C: 0.333 1.815 -3.970  -0.88
C: 0.998 2.454 -0.952  0.02
C: -2.471 0.771 3.742  0.25
C: 0.252 -0.357 2.484  0.89
C: -2.162 0.397 5.249  -0.70
C: -0.617 -1.287 -1.800  -0.33
C: -3.757 2.210 0.311  -0.51
C: 2.551 2.423 -1.387  0.26
C: 2.819 -0.953 -0.871  0.35
C: 3.359 -2.450 -0.661  -0.53
C: -0.457 -3.834 -1.006  0.50
C: 1.624 0.090 1.904  0.20
C: 0.135 -4.315 0.304  -0.52
C: -2.258 1.985 0.654  0.22
B: 0.032 -0.381 0.262  2.51
H: -1.721 1.667 -0.240  0.09
H: -2.362 -0.657 5.443  0.46
H: 3.123 3.117 -0.771  0.62
H: 0.147 -3.003 -1.367  -0.62
H: -0.663 0.157 -3.018  -0.13
H: -0.017 -0.248 -4.675  0.55
H: -3.508 0.725 3.409  0.58
H: -3.986 2.953 -0.453  0.54
H: 0.005 -5.308 0.733  0.57
H: -2.779 0.843 6.029  0.46
H: 1.260 1.860 -4.543  0.49
H: 1.740 -1.027 -0.731  -0.82
H: 0.618 3.362 -1.420  0.80
H: 3.081 1.518 -1.091  -0.48
H: 4.425 -2.598 -0.490  0.51
H: 1.202 -4.244 0.092  0.31
H: 0.514 1.563 -1.352  -0.79
H: 0.416 2.328 -3.012  0.18
H: -1.726 0.176 3.215  -0.62
H: 2.956 -0.716 -1.926  0.27
H: -4.238 1.272 0.034  0.43
H: -1.478 -3.471 -0.892  0.44
H: 3.113 -3.090 -1.509  0.38
H: -2.076 1.218 1.408  0.04

Calculated values
charge = +2
LUMO energy = -11.3 eV
relative energy (zero: lowest compared OMol25 entry of this formula, charge and spin) = 18.220 eV
HOMO = -13.828 eV

---

No. 5
Below is 2 unconnected molecules or ions with the total composition C5H11NO2 at a distorted geometry, with properties calculated with ωB97M-V/def2-TZVPD.

Each line ends with the Mulliken charge.
Cartesian coordinates (Å):
O: -2.582 -0.159 -0.713  -0.38
O: -1.846 1.073 1.762  -0.64
N: -0.334 -0.487 -0.879  0.33
C: -1.568 0.019 -1.329  0.04
C: 0.879 0.234 -1.290  -0.54
C: 1.402 -0.756 0.803  -0.62
C: 1.690 0.481 -0.045  -0.53
C: -0.103 -1.083 0.459  -0.27
H: -2.157 1.995 1.868  0.30
H: 0.540 1.065 -1.909  0.43
H: 1.436 -0.691 1.883  0.39
H: -0.653 -0.595 1.285  0.17
H: 1.465 1.386 0.514  0.32
H: 1.998 -1.614 0.489  0.31
H: -0.270 -2.153 0.573  0.31
H: -1.592 0.584 -2.267  0.43
H: 2.711 0.492 -0.425  0.32
H: -2.483 0.626 1.178  0.35
H: 1.466 -0.418 -1.957  0.28

Calculated values
charge = +1
LUMO energy (spin up / spin down) = -3.9 / -8.6 eV
relative energy (zero: lowest compared OMol25 entry of this formula, charge and spin) = 1.109 eV
HOMO (spin up / spin down) = -15.304 / -15.297 eV
expectation value of S² = 0.77
2S+1 = 2

---

No. 6
Below is 2 unconnected molecules or ions with the total composition C5H7NO3 at a distorted geometry, with properties calculated with ωB97M-V/def2-TZVPD.

Each line ends with the Mulliken charge.
Cartesian coordinates (Å):
O: -0.308 0.813 1.468  -0.49
O: 0.435 1.340 -0.636  -0.63
O: -1.749 -2.313 0.614  -0.34
N: 2.286 0.748 1.412  -0.64
C: -1.352 -0.160 -0.461  0.25
C: -2.047 -0.073 -1.858  -1.28
C: 2.712 -0.397 1.162  -0.20
C: -0.307 0.691 0.080  0.52
C: -1.640 -1.266 0.170  0.41
H: 0.641 1.089 1.588  0.56
H: -1.476 0.356 -2.587  0.36
H: 2.949 -0.889 2.096  0.27
H: 2.287 1.385 0.596  0.30
H: -2.925 0.520 -1.653  0.34
H: 3.116 -0.833 0.161  0.23
H: -2.621 -1.011 -2.152  0.33

Calculated values
charge = 0
LUMO energy = 0.6 eV
relative energy (zero: lowest compared OMol25 entry of this formula, charge and spin) = 3.297 eV
HOMO = -9.340 eV
SMILES = CC(=C=O)C(=O)O.C=N

---

No. 7
Below is a single C6H13P molecule at a distorted geometry, with properties calculated with ωB97M-V/def2-TZVPD.

Each line ends with the Mulliken charge.
Cartesian coordinates (Å):
P: -2.514 -0.524 -0.826  -0.11
C: -0.143 2.043 0.163  -1.21
C: -1.186 -0.181 0.140  0.42
C: -0.010 0.618 -0.502  -0.34
C: -0.979 -0.679 1.597  -1.29
C: 1.254 -0.163 -0.228  -0.66
C: 1.446 -1.562 -0.925  -1.25
H: 0.497 -2.057 -0.669  0.30
H: 0.901 2.363 0.178  0.35
H: 2.196 0.470 -0.634  0.30
H: -0.346 -1.465 1.724  0.35
H: -0.473 0.174 2.096  0.31
H: 2.310 -1.889 -0.327  0.31
H: 1.549 -1.376 -1.918  0.40
H: 1.184 -0.115 0.877  0.39
H: -0.503 1.983 1.275  0.24
H: -0.305 0.628 -1.496  0.74
H: -1.981 -1.083 1.920  0.37
H: -0.917 2.611 -0.359  0.36
H: -1.980 0.203 -2.086  0.01

Calculated values
charge = 0
LUMO energy = 0.6 eV
relative energy (zero: lowest compared OMol25 entry of this formula, charge and spin) = 2.228 eV
HOMO = -8.951 eV
SMILES = [H]/P=C(/C)[C@@H](C)CC

---

No. 8
Below is a molecular structure, C20H11Br5Cl3IN3O3SScSi, with properties calculated with ωB97M-V/def2-TZVPD.

Each line ends with the Mulliken charge.
Cartesian coordinates (Å):
I: 1.907 1.534 1.865  0.35
Br: -2.406 -5.214 1.258  -0.18
Br: 3.762 -3.136 2.064  -0.19
Br: 2.922 -6.191 3.155  -0.23
Br: -0.197 -7.234 2.760  -0.23
Br: 4.536 3.903 2.285  -0.24
Sc: -0.339 -0.712 0.277  0.43
Cl: -1.269 -1.275 -2.521  -0.28
Cl: 1.025 0.507 -4.145  -0.40
Cl: 1.508 -2.709 -3.598  -0.40
S: -0.543 -0.754 2.963  -0.64
Si: 0.906 -0.954 -2.523  0.14
O: -0.589 1.161 -0.521  0.09
O: 1.374 -1.807 0.726  -0.59
O: -1.037 -2.646 0.359  -0.50
N: -2.498 -0.152 0.950  1.13
N: -3.079 -0.828 2.005  -1.24
N: -2.725 -1.858 4.012  -0.54
C: -0.233 -3.467 0.973  0.58
C: 2.506 2.279 -0.974  0.55
C: -3.692 2.991 -2.537  -0.64
C: 3.926 3.462 0.539  0.33
C: 2.901 2.547 0.338  -0.50
C: 1.641 -5.095 2.287  0.23
C: 4.549 4.095 -0.527  -0.44
C: -0.594 -4.712 1.467  -0.21
C: 3.124 2.900 -2.043  -0.67
C: 4.148 3.812 -1.821  -0.48
C: 2.022 -3.829 1.815  -0.26
C: -1.328 2.654 -2.190  -0.27
C: -3.297 0.592 0.283  -0.77
C: -2.364 3.258 -2.866  -0.58
C: -3.957 2.105 -1.513  -0.65
C: -1.575 1.733 -1.152  0.42
C: -2.929 1.462 -0.814  0.59
C: -2.226 -1.146 2.925  0.46
C: 0.341 -5.531 2.119  0.21
C: 1.112 -3.005 1.167  0.48
H: -0.296 2.839 -2.458  0.32
H: 4.638 4.301 -2.654  0.35
H: 5.344 4.802 -0.334  0.35
H: -2.008 -2.426 4.441  0.26
H: 1.701 1.575 -1.149  -0.03
H: -2.137 3.944 -3.675  0.38
H: -4.983 1.887 -1.235  0.32
H: 2.799 2.653 -3.046  0.35
H: -4.346 0.611 0.588  0.22
H: -4.502 3.467 -3.076  0.36
H: -3.542 -2.395 3.753  0.27

Calculated values
charge = -2
LUMO energy = 3.7 eV
relative energy (zero: lowest compared OMol25 entry of this formula, charge and spin) = 0.459 eV
HOMO = -2.254 eV

---

| no. | electronic energy (Ha) |
| --- | --- |
| 1 | -3342.3729 |
| 2 | -728.0344 |
| 3 | -212.8033 |
| 4 | -32380.1112 |
| 5 | -402.0144 |
| 6 | -475.1279 |
| 7 | -577.6539 |
| 8 | -17155.9482 |